[1]
Here is a molecular structure, C50H103InN4O3S3 from OMol25. Energies are from ωB97M-V/def2-TZVPD.

Computed properties:
strongest force on any atom	0.7	eV/A
2S+1	4
Kohn-Sham gap (spin up / spin down)	5.74 / 5.56	eV
charge	-1
DFT total energy	-103298.0181	eV

Atoms and positions in Å:
C -2.673 -1.336 -0.857
C -3.121 -0.243 -1.823
C -3.431 -0.805 -3.211
C -3.491 0.194 -4.378
C -4.842 0.888 -4.582
C -5.068 2.080 -3.637
C -4.593 3.392 -4.276
C -4.955 4.699 -3.541
N -3.974 5.292 -2.619
C -3.541 4.359 -1.548
C -3.289 4.889 -0.136
C -2.711 3.761 0.727
C -1.184 3.715 0.638
C -0.595 2.427 1.207
C 0.938 2.388 1.374
C 1.763 3.285 0.438
C 2.019 4.711 0.943
C -3.024 6.096 -3.232
S -2.691 6.070 -4.832
S -2.305 7.329 -2.163
C -0.525 6.930 -2.203
C 0.392 8.107 -2.533
C 0.290 8.638 -3.967
In 2.293 8.746 -4.918
C 1.932 9.003 -7.122
S 3.261 8.364 -8.136
C 2.481 8.274 -9.773
C 1.596 7.045 -9.976
H -1.791 -1.863 -1.233
H -3.476 -2.061 -0.697
H -2.416 -0.924 0.119
H -2.376 0.557 -1.893
H -4.019 0.226 -1.405
H -4.373 -1.368 -3.167
H -2.654 -1.541 -3.446
H -3.252 -0.360 -5.291
H -2.704 0.950 -4.267
H -5.643 0.152 -4.442
H -4.905 1.251 -5.612
H -4.503 1.891 -2.726
H -6.123 2.167 -3.351
H -5.054 3.450 -5.268
H -3.517 3.364 -4.462
H -5.872 4.537 -2.959
H -5.173 5.473 -4.273
H -4.360 3.650 -1.454
H -2.658 3.806 -1.903
H -2.584 5.714 -0.153
H -4.235 5.261 0.268
H -3.018 3.881 1.771
H -3.103 2.795 0.375
H -0.903 3.811 -0.416
H -0.760 4.585 1.151
H -1.059 2.254 2.186
H -0.912 1.594 0.572
H 1.273 1.360 1.212
H 1.200 2.632 2.410
H 2.730 2.795 0.298
H 1.309 3.320 -0.558
H 1.292 5.427 0.556
H 1.959 4.757 2.035
H 2.999 5.070 0.624
H -0.292 6.536 -1.208
H -0.374 6.120 -2.922
H 0.232 8.906 -1.797
H 1.398 7.718 -2.321
H -0.323 7.955 -4.564
H -0.195 9.618 -3.979
H 3.143 7.234 -4.562
H 3.202 10.156 -4.336
H 1.018 8.445 -7.349
H 1.775 10.060 -7.358
H 1.896 9.190 -9.893
H 3.289 8.297 -10.509
H 0.768 7.252 -10.662
H 1.170 6.720 -9.024
H 2.167 6.206 -10.380
C 5.357 -1.670 4.111
C 4.069 -1.235 3.413
C 3.033 -2.365 3.427
C 3.414 -3.535 2.525
C 3.681 -3.069 1.094
C 4.678 -1.905 0.983
N 4.301 -0.842 1.980
O 3.422 -0.029 1.537
C 6.115 -2.392 1.181
C 4.599 -1.281 -0.407
C 3.534 -0.017 4.157
H 5.193 -1.673 5.188
H 5.680 -2.673 3.856
H 6.171 -0.977 3.893
H 2.073 -1.955 3.096
H 2.905 -2.697 4.461
H 4.284 -4.062 2.927
H 2.598 -4.260 2.513
H 4.067 -3.896 0.491
H 2.736 -2.758 0.639
H 6.798 -1.544 1.258
H 6.401 -2.981 0.308
H 6.250 -3.022 2.054
H 3.582 -1.004 -0.669
H 4.965 -2.010 -1.133
H 5.218 -0.386 -0.467
H 4.262 0.796 4.140
H 3.355 -0.303 5.196
H 2.607 0.346 3.723
C -7.603 -5.811 -1.604
C -8.462 -4.845 -0.784
C -9.920 -4.861 -1.257
C -10.108 -4.227 -2.633
C -9.546 -2.806 -2.674
C -8.098 -2.690 -2.174
N -7.968 -3.428 -0.872
O -8.283 -2.720 0.143
C -7.112 -3.204 -3.226
C -7.752 -1.226 -1.916
C -8.368 -5.288 0.672
H -7.821 -6.827 -1.271
H -7.798 -5.777 -2.671
H -6.542 -5.620 -1.439
H -10.522 -4.314 -0.526
H -10.271 -5.896 -1.254
H -9.646 -4.845 -3.408
H -11.173 -4.192 -2.868
H -9.579 -2.415 -3.695
H -10.176 -2.154 -2.063
H -6.106 -3.262 -2.806
H -7.089 -2.499 -4.058
H -7.367 -4.173 -3.642
H -8.474 -0.742 -1.266
H -7.742 -0.702 -2.874
H -6.765 -1.132 -1.461
H -7.334 -5.264 1.017
H -8.736 -6.314 0.743
H -8.961 -4.654 1.323
C 8.720 -5.214 8.760
C 7.316 -5.005 8.188
C 6.472 -6.278 8.311
C 6.937 -7.395 7.381
C 6.990 -6.925 5.929
C 7.782 -5.626 5.713
N 7.346 -4.612 6.737
O 6.319 -3.945 6.374
C 9.289 -5.884 5.771
C 7.474 -5.053 4.333
C 6.677 -3.864 8.972
H 8.650 -5.202 9.849
H 9.173 -6.160 8.482
H 9.386 -4.406 8.454
H 5.434 -6.025 8.074
H 6.494 -6.605 9.354
H 7.912 -7.778 7.696
H 6.244 -8.235 7.456
H 7.436 -7.697 5.296
H 5.969 -6.770 5.568
H 9.838 -4.941 5.774
H 9.577 -6.442 4.880
H 9.602 -6.467 6.630
H 6.404 -4.946 4.173
H 7.875 -5.733 3.579
H 7.938 -4.074 4.205
H 7.266 -2.951 8.876
H 6.643 -4.148 10.026
H 5.668 -3.657 8.630


[2]
Here is 10 unconnected molecules or ions with the total composition C50H104IN3O13P2S3 in a non-equilibrium geometry from OMol25. Energies are from ωB97M-V/def2-TZVPD.

Computed properties:
strongest force on any atom	4.4	eV/A
Kohn-Sham gap	7.69	eV
SMILES	CCCCCCCCN(CCCCCCCC)C(=S)SCCC[C@@](N)(OC)[C@H](NP(O)(O)=S)P(O)I.CC(C)=O.CC(C)=O.CC(C)=O.CC(C)=O.CC(C)=O.CC(C)=O.CC(C)=O.CC(C)=O.CC(C)=O
DFT total energy	-143806.8965	eV

Atoms and positions in Å:
C 1.564 -1.870 4.320
C 1.385 -1.513 2.818
C 2.009 -0.164 2.406
C 3.112 -0.277 1.345
C 3.077 0.901 0.333
C 3.568 0.458 -1.032
C 2.556 0.161 -2.156
C 1.549 -0.976 -1.965
N 0.903 -1.091 -0.623
C 0.665 -2.457 -0.152
C 1.856 -3.341 0.260
C 3.264 -3.074 -0.278
C 4.370 -3.558 0.675
C 4.408 -2.780 2.009
C 5.482 -1.690 1.973
C 5.642 -0.871 3.287
C 4.588 -1.143 4.362
C -0.331 -0.418 -0.800
S -1.765 -1.198 -0.672
S -0.509 1.324 -1.335
C -1.218 2.404 -0.024
C -0.591 3.814 -0.196
C -0.908 4.870 0.881
C -0.236 4.706 2.266
N -1.023 3.682 2.957
O 1.044 4.179 2.110
C 1.945 5.013 1.408
C -0.335 6.043 3.072
N 0.885 6.486 3.769
P 1.511 5.661 5.061
O 1.376 4.045 4.977
O 0.815 6.220 6.425
S 3.412 6.090 5.190
P -1.792 6.256 4.256
O -1.794 5.046 5.362
I -3.902 5.823 2.997
H 1.629 -2.949 4.394
H 0.676 -1.566 4.862
H 2.468 -1.396 4.681
H 1.825 -2.317 2.234
H 0.317 -1.494 2.615
H 1.229 0.417 1.942
H 2.340 0.379 3.278
H 2.952 -1.231 0.869
H 4.040 -0.217 1.903
H 3.821 1.603 0.707
H 2.152 1.455 0.334
H 4.318 -0.317 -0.902
H 4.144 1.300 -1.418
H 2.061 1.084 -2.433
H 3.165 -0.081 -3.027
H 0.731 -0.819 -2.674
H 2.015 -1.884 -2.321
H 0.109 -2.990 -0.929
H 0.039 -2.380 0.723
H 1.922 -3.378 1.345
H 1.591 -4.358 -0.012
H 3.433 -3.601 -1.215
H 3.430 -2.014 -0.442
H 4.246 -4.611 0.907
H 5.325 -3.385 0.188
H 4.723 -3.497 2.764
H 3.441 -2.409 2.320
H 6.421 -2.219 1.819
H 5.366 -1.014 1.132
H 5.543 0.177 3.013
H 6.640 -0.981 3.698
H 4.690 -0.469 5.205
H 3.609 -0.954 3.930
H 4.602 -2.176 4.689
H -1.195 1.989 0.968
H -2.270 2.510 -0.282
H -1.008 4.211 -1.132
H 0.460 3.666 -0.404
H -1.989 4.946 0.960
H -0.569 5.826 0.476
H -0.461 2.877 3.155
H -1.847 3.456 2.435
H 2.861 5.095 1.990
H 2.228 4.579 0.455
H 1.575 6.020 1.228
H -0.536 6.817 2.330
H 1.592 6.847 3.156
H 1.768 3.712 5.791
H 0.721 5.447 6.989
H -1.103 4.389 5.214
C 1.031 -8.267 -0.417
C 0.194 -7.180 0.200
C -1.214 -7.537 0.608
O 0.629 -6.063 0.364
H 2.013 -7.874 -0.659
H 1.148 -9.089 0.284
H 0.557 -8.624 -1.334
H -1.194 -8.331 1.355
H -1.782 -7.864 -0.264
H -1.700 -6.663 1.036
C -2.369 7.641 -2.960
C -1.194 6.845 -3.471
C -0.097 7.607 -4.170
O -1.135 5.650 -3.326
H -3.079 6.971 -2.481
H -2.032 8.377 -2.228
H -2.867 8.147 -3.788
H 0.339 8.342 -3.491
H -0.496 8.112 -5.051
H 0.680 6.915 -4.484
C -9.528 8.222 1.691
C -8.146 7.707 1.371
C -7.364 7.080 2.499
O -7.685 7.791 0.260
H -9.977 8.643 0.794
H -10.157 7.404 2.046
H -9.467 9.000 2.454
H -7.901 6.213 2.888
H -7.210 7.809 3.296
H -6.394 6.756 2.128
C 4.712 -9.779 2.543
C 4.451 -9.858 1.060
C 5.633 -10.119 0.165
O 3.338 -9.716 0.610
H 3.778 -9.587 3.065
H 5.128 -10.723 2.898
H 5.408 -8.966 2.756
H 6.087 -11.078 0.418
H 6.370 -9.323 0.273
H 5.303 -10.150 -0.870
C -10.898 9.633 -3.884
C -10.436 9.384 -2.471
C -8.960 9.498 -2.197
O -11.218 9.105 -1.592
H -11.979 9.518 -3.935
H -10.637 10.646 -4.189
H -10.434 8.915 -4.560
H -8.616 10.508 -2.429
H -8.411 8.773 -2.799
H -8.771 9.293 -1.150
C 9.854 -11.168 0.411
C 9.378 -10.759 -0.962
C 9.975 -11.478 -2.143
O 8.552 -9.892 -1.106
H 9.344 -10.572 1.164
H 9.631 -12.222 0.584
H 10.929 -11.000 0.498
H 9.755 -12.544 -2.080
H 11.055 -11.323 -2.168
H 9.542 -11.085 -3.060
C 5.289 -12.397 -4.895
C 6.285 -11.276 -4.732
C 5.733 -9.890 -4.515
O 7.472 -11.479 -4.772
H 5.821 -13.334 -5.043
H 4.671 -12.480 -4.000
H 4.657 -12.211 -5.764
H 5.133 -9.865 -3.604
H 5.119 -9.595 -5.368
H 6.555 -9.186 -4.413
C -11.112 9.034 -8.068
C -11.107 10.443 -7.530
C -12.146 11.391 -8.073
O -10.306 10.796 -6.702
H -10.317 8.464 -7.593
H -12.068 8.554 -7.849
H -10.943 9.044 -9.145
H -13.146 11.013 -7.855
H -12.022 11.504 -9.151
H -12.028 12.364 -7.603
C -5.564 -2.719 3.071
C -4.477 -3.560 2.448
C -3.405 -2.836 1.673
O -4.468 -4.760 2.565
H -6.264 -3.365 3.596
H -5.129 -2.017 3.785
H -6.102 -2.171 2.297
H -2.877 -2.140 2.327
H -3.851 -2.295 0.839
H -2.693 -3.558 1.281